{
  "formula": "C10H16Cl12O12S3",
  "method": "wB97M-V/def2-TZVPD",
  "e_homo_ev": -11.07,
  "lumo_ev": 0.2,
  "species": ["C", "C", "O", "S", "O", "O", "O", "H", "H", "H", "H", "C", "C", "O", "S", "O", "O", "O", "H", "H", "H", "H", "C", "C", "O", "S", "O", "O", "O", "H", "H", "H", "H", "C", "Cl", "Cl", "Cl", "H", "C", "Cl", "Cl", "Cl", "H", "C", "Cl", "Cl", "Cl", "H", "C", "Cl", "Cl", "Cl", "H"],
  "positions_angstrom": [[-2.480, -3.659, -0.339], [-1.026, -3.778, 0.022], [-1.067, -4.581, 1.201], [-2.378, -4.186, 2.104], [-2.081, -3.131, 2.961], [-2.935, -5.395, 2.631], [-3.221, -3.625, 0.893], [-2.728, -4.606, -0.901], [-2.728, -2.778, -0.875], [-0.560, -2.813, 0.283], [-0.442, -4.164, -0.811], [0.301, -1.111, 4.336], [1.610, -1.833, 4.551], [2.497, -1.208, 3.622], [1.695, -0.383, 2.479], [1.985, -0.806, 1.158], [1.896, 0.974, 2.817], [0.202, -0.791, 2.932], [0.165, -0.155, 4.897], [-0.561, -1.739, 4.518], [1.563, -2.910, 4.260], [2.000, -1.700, 5.566], [0.433, 1.405, -2.159], [0.322, 1.115, -0.626], [-0.520, -0.044, -0.602], [0.105, -1.061, -1.813], [-0.992, -1.834, -2.284], [1.285, -1.706, -1.354], [0.430, 0.199, -2.867], [1.309, 1.956, -2.462], [-0.479, 1.974, -2.448], [-0.174, 2.029, -0.194], [1.245, 0.886, -0.143], [-2.899, 0.012, -4.166], [-1.953, 0.809, -5.368], [-3.991, -1.148, -4.934], [-3.708, 1.218, -3.202], [-2.300, -0.598, -3.539], [4.499, 0.247, -0.647], [4.056, 1.299, -2.003], [4.747, 1.200, 0.774], [5.748, -0.971, -1.062], [3.659, -0.436, -0.343], [-1.556, 4.680, -2.821], [-2.931, 5.441, -3.631], [-2.066, 3.982, -1.343], [-0.251, 5.906, -2.493], [-1.140, 3.873, -3.493], [1.042, 4.899, 1.294], [-0.374, 4.088, 1.926], [2.017, 3.776, 0.316], [1.903, 5.501, 2.734], [0.828, 5.678, 0.646]],
  "forces_ev_per_angstrom": [[-0.2, -1.7, -0.6], [0.2, 1.6, 0.5], [-0.3, -0.5, 0.7], [0.1, -2.9, -1.9], [0.7, 1.9, 1.6], [0.4, 0.9, -0.5], [-0.1, -0.1, 0.1], [-0.3, 1.1, 0.5], [-0.2, 0.6, -0.6], [-0.3, -0.2, 0.0], [0.0, -0.7, 0.4], [-1.6, 0.7, 0.6], [0.0, -0.7, -0.5], [0.1, 0.1, -1.2], [-0.2, 0.5, 1.7], [-0.1, -0.8, 0.1], [0.0, 0.9, -0.2], [1.6, -0.5, -0.6], [0.5, -0.8, -0.3], [-0.1, -0.2, 0.2], [-0.2, 0.7, 0.5], [-0.1, -0.1, -0.3], [-0.8, 1.5, 0.9], [-0.9, 1.4, -1.4], [0.8, -1.4, -1.5], [-0.7, 2.8, 1.1], [0.1, 0.0, -0.3], [-0.2, 0.4, -0.6], [-0.3, -3.1, 1.0], [0.3, 0.2, 0.2], [0.5, -0.4, 0.1], [0.3, -1.4, 0.0], [0.7, 0.1, 0.3], [-0.6, -0.3, -0.3], [0.8, 0.3, -0.7], [-0.4, 0.0, 0.0], [-0.4, 0.1, 0.4], [0.7, -0.1, 0.5], [-1.6, -1.9, 0.3], [0.2, -0.4, 0.0], [0.7, 0.3, 0.5], [0.1, 0.8, 0.1], [0.5, 1.1, -0.9], [0.9, 0.1, -1.3], [0.3, 0.0, -0.1], [-0.2, -0.5, 1.0], [-0.5, -0.6, -0.3], [-0.4, 1.2, 0.8], [0.9, -1.7, 1.6], [-0.6, -0.1, -0.4], [0.2, 0.2, 0.2], [0.3, 0.1, -0.6], [-0.7, 1.5, -0.9]]
}

=====

{
  "formula": "C30H41BrClN4O5RuSi",
  "method": "wB97M-V/def2-TZVPD",
  "s_squared": 1.018,
  "e_homo_ev": [-8.11, -8.62],
  "lumo_ev": [-1.5, -1.7],
  "multiplicity": 2,
  "e_above_lowest_kj_mol": 243.96,
  "species": ["Ru", "O", "C", "C", "C", "N", "C", "C", "C", "O", "O", "C", "O", "O", "H", "H", "H", "Cl", "C", "C", "C", "C", "C", "C", "C", "H", "H", "H", "H", "H", "H", "C", "C", "C", "C", "Si", "Br", "C", "C", "C", "C", "C", "C", "C", "C", "H", "H", "H", "H", "H", "H", "H", "H", "H", "H", "H", "H", "H", "H", "H", "H", "H", "H", "H", "H", "H", "H", "H", "H", "H", "H", "H", "N", "C", "C", "N", "C", "C", "N", "H", "H", "H", "H", "H"],
  "positions_angstrom": [[3.540, 0.053, -0.723], [2.727, 0.840, 5.511], [2.927, 0.759, 4.183], [2.239, 1.560, 3.269], [2.538, 1.432, 1.924], [3.423, 0.555, 1.483], [4.079, -0.224, 2.335], [3.869, -0.155, 3.697], [5.073, -1.191, 1.649], [5.506, -2.139, 2.281], [5.324, -0.897, 0.445], [1.947, 2.333, 0.807], [1.280, 3.293, 1.146], [2.251, 1.957, -0.355], [2.083, 1.531, 5.716], [1.496, 2.281, 3.580], [4.424, -0.789, 4.369], [5.947, -1.590, -3.764], [4.226, -1.422, -3.678], [3.436, -2.466, -4.113], [2.052, -2.375, -4.053], [1.460, -1.213, -3.560], [2.231, -0.158, -3.126], [3.668, -0.215, -3.149], [4.436, 0.877, -2.692], [3.903, -3.354, -4.508], [1.444, -3.196, -4.405], [0.384, -1.135, -3.532], [1.759, 0.761, -2.791], [3.966, 1.856, -2.644], [5.517, 0.856, -2.773], [-4.461, 3.016, 1.488], [-3.034, 2.453, 1.465], [-2.059, 3.605, 1.201], [-2.719, 1.911, 2.862], [-2.845, 1.039, 0.146], [-0.625, 0.561, 0.050], [-3.298, 1.550, -1.678], [-3.013, 3.030, -1.953], [-4.789, 1.318, -1.928], [-2.486, 0.765, -2.715], [-3.561, -0.703, 0.692], [-3.372, -1.725, -0.437], [-5.053, -0.613, 1.026], [-2.835, -1.273, 1.920], [-4.535, 3.798, 2.247], [-5.189, 2.247, 1.736], [-4.745, 3.454, 0.533], [-2.155, 4.348, 1.993], [-2.263, 4.109, 0.264], [-1.022, 3.278, 1.194], [-2.681, 2.731, 3.576], [-1.755, 1.408, 2.882], [-3.489, 1.221, 3.196], [-3.642, 3.677, -1.347], [-3.229, 3.252, -2.999], [-1.969, 3.279, -1.775], [-5.393, 1.830, -1.184], [-5.041, 0.262, -1.907], [-5.069, 1.704, -2.908], [-1.426, 0.999, -2.638], [-2.816, 1.045, -3.716], [-2.601, -0.310, -2.613], [-3.889, -1.426, -1.344], [-3.779, -2.687, -0.129], [-2.315, -1.858, -0.659], [-5.633, -0.268, 0.176], [-5.236, 0.063, 1.858], [-5.431, -1.594, 1.313], [-1.755, -1.247, 1.797], [-3.127, -2.313, 2.061], [-3.091, -0.740, 2.830], [4.690, -5.135, -0.226], [3.740, -4.194, -0.040], [3.755, -2.973, -0.754], [2.792, -2.082, -0.598], [1.809, -2.355, 0.270], [1.807, -3.557, 0.963], [2.747, -4.469, 0.805], [5.575, -4.846, -0.610], [4.710, -5.882, 0.448], [4.576, -2.737, -1.418], [1.041, -1.602, 0.382], [1.031, -3.795, 1.674]],
  "forces_ev_per_angstrom": [[-0.4, 1.3, 0.9], [0.0, 0.0, 0.1], [0.0, 0.0, -0.6], [0.2, -0.1, -0.1], [-0.5, 0.7, -0.3], [0.1, -1.0, -1.5], [0.5, -0.5, 0.1], [-0.1, 0.1, 0.0], [-0.5, 0.0, 0.7], [0.1, -0.1, 0.3], [-0.3, 0.4, -1.8], [0.0, -0.4, 1.6], [-0.1, 0.2, 0.0], [0.8, -0.9, -2.1], [0.1, -0.1, -0.1], [0.0, 0.2, -0.1], [0.1, -0.1, 0.0], [-0.1, 0.0, 0.0], [-0.2, -0.2, 0.1], [0.6, 0.3, 0.1], [-0.5, 0.9, 0.3], [-0.3, -1.1, -0.4], [1.0, 0.7, 0.8], [-0.8, -0.5, -0.4], [-0.1, 0.2, 2.0], [0.1, -0.1, 0.0], [0.0, 0.0, 0.0], [-0.1, 0.1, 0.0], [0.0, 0.0, -0.1], [0.0, -0.1, -0.1], [-0.1, -0.1, 0.0], [0.0, -0.2, -0.2], [0.0, -0.1, -0.2], [0.1, -0.2, -0.2], [0.0, -0.2, -0.2], [0.0, -0.2, 0.1], [0.0, 0.2, 0.0], [0.1, 0.0, 0.1], [0.1, -0.1, 0.2], [0.1, -0.1, 0.2], [0.0, -0.1, 0.1], [0.0, 0.3, -0.1], [0.0, 0.3, 0.0], [0.1, 0.2, -0.1], [0.0, 0.2, -0.1], [0.0, 0.1, 0.1], [-0.2, 0.0, 0.0], [0.0, 0.1, -0.1], [-0.1, 0.1, 0.2], [0.0, 0.1, -0.1], [0.1, 0.0, 0.0], [0.0, 0.2, 0.1], [0.1, -0.1, 0.1], [-0.1, -0.1, 0.1], [0.0, 0.2, 0.1], [-0.1, 0.0, -0.1], [0.1, 0.1, 0.1], [-0.2, 0.1, 0.1], [-0.1, -0.1, 0.0], [0.0, 0.1, -0.2], [0.1, 0.0, 0.0], [-0.1, 0.0, -0.1], [0.0, -0.1, 0.0], [0.0, 0.0, -0.1], [-0.1, -0.1, 0.1], [0.1, -0.1, -0.1], [-0.2, 0.0, -0.1], [-0.1, 0.1, 0.1], [0.0, -0.2, 0.0], [0.1, 0.0, 0.0], [-0.1, -0.2, 0.0], [0.0, 0.0, 0.1], [0.4, -0.3, -0.2], [-0.7, 0.5, -0.1], [0.1, -0.5, 0.1], [0.9, 0.5, 0.7], [-0.4, -0.1, 0.1], [-0.2, 0.5, -0.3], [0.5, -0.3, -0.1], [0.0, 0.0, 0.1], [0.0, 0.1, 0.0], [0.0, 0.1, 0.1], [0.0, -0.1, 0.1], [-0.2, 0.1, 0.0]]
}